This record from the OMol25 dataset describes a 4-piece molecular cluster, C9H24BrN3O3 overall at a distorted geometry. The level of theory is ωB97M-V with the def2-TZVPD basis set.

HOMO (alpha / beta) = -20.173 / -20.166 eV
Energy relative to the best compared isomer or geometry (same formula, charge and spin) = 0.000 eV
E = -90346.26281 eV
Expectation value of S² = 0.75

Geometry as ORCA input:
```
! RIJCOSX wB97M-V def2-TZVPD def2/J DEFGRID3
* xyz 3 2
Br -0.319 -0.067 0.548
C -3.447 2.225 -0.367
C -3.288 2.982 0.952
O -3.865 3.974 1.239
N -2.250 2.476 1.896
H -2.713 2.267 2.769
H -1.860 1.629 1.508
C -1.097 3.566 2.122
H -2.545 2.341 -0.967
H -4.410 2.432 -0.831
H -3.304 1.158 -0.191
H -0.978 4.249 1.281
H -0.209 3.007 2.416
H -1.375 4.140 3.006
C 0.426 -4.025 -2.286
C -0.876 -3.763 -1.613
O -1.934 -4.044 -2.122
N -0.778 -3.216 -0.089
H 0.099 -3.669 0.124
H -0.688 -2.210 -0.077
C -1.953 -3.656 0.841
H 1.011 -4.622 -1.587
H 1.057 -3.189 -2.591
H 0.287 -4.673 -3.151
H -2.143 -4.698 0.583
H -2.760 -3.011 0.492
H -1.724 -3.650 1.907
C 1.973 2.062 -1.407
C 3.024 1.015 -1.199
O 3.814 0.677 -2.054
N 3.097 0.450 0.168
H 2.740 1.124 0.829
H 2.450 -0.296 0.379
C 4.592 0.119 0.475
H 2.139 2.514 -2.385
H 1.831 2.855 -0.672
H 1.020 1.558 -1.566
H 4.731 -0.287 1.477
H 5.183 0.987 0.183
H 5.042 -0.731 -0.039
*
```

Atomic partial charges in e from the Mulliken method, atoms 1 to 8: atom 1 (Br): -0.113, atom 2 (C): -1.046, atom 3 (C): 0.567, atom 4 (O): -0.355, atom 5 (N): 0.168, atom 6 (H): 0.373, atom 7 (H): -0.056, atom 8 (C): -0.674

This record from the OMol25 dataset describes C9H24Cl2IrN5OP2 as an isolated structure at a distorted geometry. The level of theory is ωB97M-V with the def2-TZVPD basis set.

HOMO (alpha / beta) = -14.533 / -16.573 eV
E = -65661.09198 eV
Expectation value of S² = 6.02

Geometry as ORCA input:
```
! RIJCOSX wB97M-V def2-TZVPD def2/J DEFGRID3
* xyz 2 5
C 3.269 1.546 -2.610
C 1.978 1.408 -1.826
H 3.303 2.619 -2.740
H 3.406 1.050 -3.607
H 4.149 1.231 -2.029
O 1.134 2.321 -1.763
Cl 1.694 -2.034 -2.153
Ir 0.995 -0.598 -0.417
P -0.797 -0.329 -1.686
C -1.995 0.843 -0.994
C -0.686 0.236 -3.407
H -1.615 -0.052 -3.896
H -1.943 -2.041 -3.011
H 0.154 -0.216 -3.933
H -1.081 -2.734 -1.654
H -1.533 1.786 -0.745
H -0.548 1.318 -3.450
C -1.713 -1.889 -1.944
H -2.835 1.042 -1.674
H -2.612 -1.911 -1.333
H -2.392 0.447 -0.056
P 1.094 0.682 1.439
C -0.257 1.870 1.418
C 1.169 0.215 3.220
H 3.364 0.890 0.651
H 3.130 1.934 2.047
H 2.488 2.451 0.485
C 2.665 1.575 1.117
H 1.459 -0.845 3.304
H 1.910 0.770 3.812
H -0.118 2.694 2.113
H -1.144 1.293 1.699
H 0.221 0.373 3.756
H -0.410 2.323 0.437
Cl 2.706 -1.592 0.921
N -3.687 -1.668 2.520
N -2.320 -1.807 2.298
N -1.724 -3.022 2.400
C -0.727 -2.872 1.514
N -0.688 -1.657 0.944
N -1.696 -0.957 1.441
H -3.780 -0.711 2.854
H -3.998 -2.343 3.215
H 0.013 -3.640 1.322
*
```

Atomic partial charges in e from the Mulliken method, atoms 1 to 8: atom 1 (C): -1.387, atom 2 (C): 0.567, atom 3 (H): 0.411, atom 4 (H): 0.332, atom 5 (H): 0.293, atom 6 (O): -0.260, atom 7 (Cl): -0.184, atom 8 (Ir): 1.840

This record from the OMol25 dataset describes C9H24Cl3CrO9S3 as an isolated structure at a distorted geometry. The level of theory is ωB97M-V with the def2-TZVPD basis set.

HOMO (alpha / beta) = -4.062 / -4.818 eV
Energy relative to the best compared isomer or geometry (same formula, charge and spin) = 2.168 eV
E = -126646.47511 eV
Expectation value of S² = 6.01

Geometry as ORCA input:
```
! RIJCOSX wB97M-V def2-TZVPD def2/J DEFGRID3
* xyz -1 5
Cr 1.136 2.056 -1.222
Cl 1.287 2.476 1.251
Cl 1.860 4.348 -1.964
Cl 0.830 0.851 -3.318
O -1.046 2.659 -1.157
S -2.383 3.111 -0.802
O -3.145 4.005 -1.671
O -3.380 1.778 -0.378
C -3.419 0.695 -1.264
C -4.528 0.903 -2.281
C -2.201 3.993 0.797
H -3.723 -0.174 -0.681
H -2.401 0.539 -1.621
H -5.479 0.549 -1.884
H -4.479 0.205 -3.116
H -4.600 1.909 -2.695
H -3.249 4.254 0.941
H -1.578 4.840 0.508
H -1.657 3.314 1.453
O -0.127 -2.584 -0.306
S -0.152 -1.290 0.392
O 0.162 -0.045 -0.277
O -1.682 -1.067 0.978
C -2.339 -2.262 1.472
C -3.713 -1.865 1.939
C 0.735 -1.297 2.022
H -1.752 -2.784 2.228
H -2.398 -2.920 0.605
H -3.708 -1.305 2.874
H -4.470 -2.648 1.976
H -3.992 -1.001 1.336
H 0.081 -0.834 2.761
H 1.701 -0.813 1.877
H 0.892 -2.366 2.161
O 5.036 -0.196 -2.225
S 4.310 0.348 -1.078
O 3.293 1.459 -1.221
O 3.393 -0.938 -0.445
C 4.048 -2.180 -0.122
C 2.971 -3.285 -0.019
C 5.454 0.640 0.308
H 4.522 -2.228 0.858
H 4.681 -2.442 -0.970
H 2.320 -2.948 -0.825
H 2.442 -3.365 0.931
H 3.475 -4.231 -0.219
H 6.106 -0.173 0.627
H 4.814 0.757 1.183
H 6.052 1.551 0.283
*
```

Atomic partial charges in e from the Mulliken method, atoms 1 to 8: atom 1 (Cr): 0.442, atom 2 (Cl): -0.651, atom 3 (Cl): -0.671, atom 4 (Cl): -0.630, atom 5 (O): -0.138, atom 6 (S): 0.986, atom 7 (O): -0.589, atom 8 (O): -0.293

This record from the OMol25 dataset describes C9H24FLiO3 as an isolated structure at a distorted geometry. The level of theory is ωB97M-V with the def2-TZVPD basis set.

HOMO = -9.509 eV
Energy relative to the best compared isomer or geometry (same formula, charge and spin) = 0.882 eV
E = -18788.51190 eV

Geometry as ORCA input:
```
! RIJCOSX wB97M-V def2-TZVPD def2/J DEFGRID3
* xyz 0 1
Li -24.718 19.029 -24.572
F -23.540 20.027 -25.696
C -22.375 23.674 -23.778
C -21.487 22.506 -24.264
C -20.035 22.827 -23.961
O -21.882 21.319 -23.602
H -23.430 23.386 -23.815
H -22.276 24.575 -24.380
H -22.175 23.794 -22.711
H -21.637 22.411 -25.340
H -19.711 23.729 -24.481
H -19.331 22.059 -24.291
H -19.947 22.903 -22.875
H -22.424 20.797 -24.216
C -20.932 18.184 -29.501
C -21.426 18.444 -28.093
C -20.443 19.285 -27.272
O -22.653 19.159 -28.228
H -20.905 19.112 -30.079
H -21.522 17.456 -30.053
H -19.881 17.881 -29.503
H -21.603 17.501 -27.559
H -20.465 20.348 -27.501
H -19.404 18.973 -27.428
H -20.675 19.168 -26.213
H -23.010 19.465 -27.368
C -24.110 22.683 -28.574
C -24.311 23.265 -27.179
C -25.025 24.605 -27.174
O -25.118 22.381 -26.413
H -23.857 21.626 -28.518
H -23.290 23.151 -29.128
H -25.017 22.827 -29.167
H -23.331 23.383 -26.695
H -25.961 24.480 -27.725
H -24.430 25.424 -27.575
H -25.313 24.879 -26.157
H -24.652 21.544 -26.268
*
```

Atomic partial charges in e from the Mulliken method, atoms 1 to 8: atom 1 (Li): 0.933, atom 2 (F): -0.926, atom 3 (C): -1.379, atom 4 (C): 1.036, atom 5 (C): -1.439, atom 6 (O): -0.629, atom 7 (H): 0.288, atom 8 (H): 0.358

This record from the OMol25 dataset describes a 3-piece molecular cluster, C9H24N2O12P3S3 overall. The level of theory is ωB97M-V with the def2-TZVPD basis set.

HOMO = -3.656 eV
E = -97644.64059 eV

Geometry as ORCA input:
```
! RIJCOSX wB97M-V def2-TZVPD def2/J DEFGRID3
* xyz -1 1
N 0.118 5.174 2.681
C -0.044 3.981 2.287
C -0.781 3.559 1.050
C -0.071 2.615 0.076
O 0.974 3.213 -0.636
P 2.563 2.599 -0.276
P 4.618 1.662 0.264
S 5.220 1.810 2.159
P 3.113 4.360 1.081
O 2.313 5.563 0.274
O 4.625 4.548 0.379
O 1.871 1.632 0.992
C 0.507 1.365 0.773
C 0.172 0.051 0.067
N 0.387 -0.031 -1.378
H -0.265 5.824 1.991
H 0.361 3.195 2.926
H -1.144 4.441 0.515
H -1.672 3.004 1.377
H -0.855 2.288 -0.625
H 2.409 1.543 -1.229
H 3.162 3.400 -1.361
H 4.554 0.285 -0.050
H 5.611 2.154 -0.606
H 2.391 5.433 -0.685
H 5.249 4.524 1.116
H 0.026 1.258 1.757
H -0.893 -0.118 0.254
H 0.708 -0.766 0.555
H 1.339 -0.284 -1.591
H 0.172 0.846 -1.833
C -4.726 -2.544 0.491
C -3.591 -3.328 1.117
O -2.710 -2.312 1.617
S -3.537 -1.032 2.079
O -3.732 -1.063 3.484
O -2.984 0.097 1.427
O -4.921 -1.426 1.374
H -4.450 -2.159 -0.492
H -5.649 -3.113 0.421
H -3.046 -3.931 0.401
H -3.929 -3.945 1.952
C 0.639 -5.396 -2.832
C 0.369 -4.057 -2.171
O -1.055 -3.912 -2.291
S -1.763 -5.328 -2.173
O -2.195 -5.529 -0.833
O -2.671 -5.467 -3.252
O -0.465 -6.224 -2.416
H 0.628 -5.320 -3.920
H 1.565 -5.855 -2.500
H 0.848 -3.222 -2.673
H 0.638 -4.059 -1.114
*
```

Atomic partial charges in e from the Mulliken method, atoms 1 to 8: atom 1 (N): -0.718, atom 2 (C): -0.118, atom 3 (C): -0.916, atom 4 (C): 0.278, atom 5 (O): -0.554, atom 6 (P): -0.134, atom 7 (P): 0.100, atom 8 (S): -0.511

This record from the OMol25 dataset describes C9H24N4OS2Tc as an isolated structure. The level of theory is ωB97M-V with the def2-TZVPD basis set.

HOMO (alpha / beta) = -23.252 / -23.261 eV
Energy relative to the best compared isomer or geometry (same formula, charge and spin) = 0.000 eV
E = -41554.48025 eV
Expectation value of S² = 3.79

Geometry as ORCA input:
```
! RIJCOSX wB97M-V def2-TZVPD def2/J DEFGRID3
* xyz 4 4
Tc -0.515 -0.429 -0.490
N -0.827 -0.902 1.504
C -1.341 0.203 2.415
C -0.577 1.514 2.202
C -1.399 2.602 1.508
C -2.018 2.187 0.185
N -0.985 1.564 -0.755
H -1.436 -1.723 1.577
H 0.089 -1.210 1.854
H -1.238 -0.178 3.433
H -2.409 0.302 2.219
H 0.339 1.304 1.630
H -0.218 1.892 3.159
H -0.777 3.489 1.364
H -2.220 2.927 2.151
H -2.428 3.051 -0.341
H -2.827 1.462 0.287
H -0.123 2.118 -0.700
H -1.317 1.661 -1.723
O 1.364 -0.255 -0.434
S 2.732 0.184 -1.264
C 3.584 -1.391 -1.583
C 4.980 -1.232 -0.966
C 4.854 -0.388 0.304
C 3.887 0.761 0.008
H 3.570 -1.546 -2.662
H 2.980 -2.161 -1.096
H 5.667 -0.783 -1.683
H 5.369 -2.226 -0.747
H 5.818 0.036 0.582
H 4.515 -0.978 1.155
H 4.367 1.620 -0.473
H 3.302 1.126 0.853
N -4.799 -1.392 -0.657
C -3.995 -1.744 -1.628
N -4.386 -2.295 -2.743
S -2.200 -1.518 -1.547
H -5.801 -1.562 -0.720
H -4.470 -1.018 0.217
H -5.369 -2.497 -2.923
H -3.740 -2.575 -3.473
*
```

Atomic partial charges in e from the Mulliken method, atoms 1 to 8: atom 1 (Tc): 0.810, atom 2 (N): -0.352, atom 3 (C): -0.750, atom 4 (C): 0.155, atom 5 (C): -0.964, atom 6 (C): -0.338, atom 7 (N): -0.403, atom 8 (H): 0.336

This record from the OMol25 dataset describes a 8-piece molecular cluster, C9H25BBr4N4O11 overall at a distorted geometry. The level of theory is ωB97M-V with the def2-TZVPD basis set.

HOMO = -14.190 eV
Energy relative to the best compared isomer or geometry (same formula, charge and spin) = 0.000 eV
E = -319059.19665 eV

Geometry as ORCA input:
```
! RIJCOSX wB97M-V def2-TZVPD def2/J DEFGRID3
* xyz 2 1
N 2.393 2.945 2.594
H 2.256 3.655 3.299
H 1.575 2.619 2.098
H 2.769 2.128 3.053
H 3.039 3.287 1.897
N 1.825 4.064 -1.292
H 1.372 3.167 -1.190
H 2.613 4.155 -0.667
H 1.256 4.811 -0.921
H 2.001 4.332 -2.250
N -3.468 -0.788 0.684
H -2.595 -0.319 0.493
H -3.780 -1.016 -0.249
H -4.073 -0.122 1.143
H -3.426 -1.628 1.243
N 3.001 -0.096 -1.439
H 3.738 0.555 -1.206
H 3.094 -0.833 -0.754
H 3.029 -0.433 -2.391
H 2.150 0.415 -1.256
O 3.269 0.123 2.970
C 2.477 -0.758 2.629
O 1.334 -1.006 3.236
B 0.586 -2.143 2.699
O 1.453 -2.477 1.513
C 2.606 -1.876 1.550
O 3.587 -2.113 0.865
O -0.773 -1.817 2.357
C -1.624 -2.638 3.041
O -2.868 -2.590 3.042
C -0.751 -3.528 3.965
O 0.492 -3.204 3.772
O -1.198 -4.340 4.757
O 0.398 1.451 1.469
C -0.054 1.112 0.218
O -0.940 0.273 0.110
O 0.682 1.501 -0.696
H -0.148 0.870 2.003
Br -1.070 3.613 -4.122
C -1.769 1.894 -3.395
C -3.071 2.005 -2.613
Br -3.889 0.154 -2.272
H -0.972 1.542 -2.740
H -1.930 1.248 -4.258
H -3.808 2.524 -3.226
H -2.860 2.532 -1.683
Br -3.169 -3.102 -1.491
C -1.206 -3.180 -1.554
C -0.745 -2.677 -2.931
Br 1.227 -2.584 -3.014
H -0.883 -4.219 -1.496
H -0.805 -2.591 -0.729
H -1.191 -1.693 -3.073
H -1.156 -3.205 -3.791
*
```

Atomic partial charges in e from the Mulliken method, atoms 1 to 8: atom 1 (N): -0.262, atom 2 (H): 0.428, atom 3 (H): 0.384, atom 4 (H): 0.293, atom 5 (H): 0.346, atom 6 (N): -0.269, atom 7 (H): 0.179, atom 8 (H): 0.337

This record from the OMol25 dataset describes a 2-piece molecular cluster, C9H25BrN2O2P overall. The level of theory is ωB97M-V with the def2-TZVPD basis set.

HOMO = -4.244 eV
E = -96143.22051 eV

Geometry as ORCA input:
```
! RIJCOSX wB97M-V def2-TZVPD def2/J DEFGRID3
* xyz -1 1
C 1.663 2.003 1.131
C 2.193 3.423 1.138
N 2.838 3.942 2.104
C 1.913 4.170 -0.119
P 2.675 3.405 -1.744
Br 4.535 5.276 -1.793
H 0.605 2.001 0.852
H 1.799 1.530 2.110
H 2.192 1.419 0.372
H 2.948 3.253 2.854
H 2.257 5.200 -0.047
H 0.838 4.128 -0.339
H 1.867 4.360 -2.458
H 3.303 2.991 -2.970
H 3.639 2.663 -0.966
H 1.694 2.347 -1.787
C -2.988 0.372 0.607
O -1.643 -0.014 0.462
C -1.082 -0.678 1.586
C -0.719 -2.103 1.235
N -1.910 -2.885 0.949
C -1.666 -4.232 0.461
C -0.910 -4.389 -0.855
O -1.614 -3.897 -1.981
C -1.378 -2.539 -2.303
H -3.240 0.971 -0.267
H -3.672 -0.484 0.666
H -3.138 0.980 1.506
H -1.792 -0.661 2.420
H -0.177 -0.142 1.883
H -0.193 -2.553 2.084
H -0.006 -2.063 0.400
H -2.480 -2.379 0.282
H -2.632 -4.731 0.350
H -1.109 -4.780 1.230
H -0.761 -5.458 -1.027
H 0.080 -3.919 -0.808
H -0.339 -2.258 -2.102
H -2.019 -1.848 -1.749
H -1.573 -2.421 -3.368
*
```

Atomic partial charges in e from the Mulliken method, atoms 1 to 8: atom 1 (C): -0.952, atom 2 (C): 0.821, atom 3 (N): -0.831, atom 4 (C): -1.143, atom 5 (P): -0.062, atom 6 (Br): -0.676, atom 7 (H): 0.147, atom 8 (H): 0.415